Entry 1:
A molecular structure, C36H50As2BF4N2O8RuS5Se3. Source: the OMol25 dataset; level of theory: the ωB97M-V functional and the def2-TZVPD basis.

```
112
Properties=species:S:1:pos:R:3:forces:R:3
Ru 0.7021 1.9321 1.9160 0.0 -0.2 0.0
S -5.8969 0.6274 5.3237 0.0 0.0 0.0
C -4.4609 0.8570 4.5902 0.1 0.0 0.0
S -4.2502 0.8575 2.8698 0.0 0.0 -0.1
C -2.5347 1.1927 2.8243 0.0 0.0 0.2
C -1.9141 1.3137 4.0748 -0.1 -0.1 -0.1
S -0.2783 1.6044 4.3398 0.1 0.2 0.0
S -2.9765 1.1232 5.4469 0.0 0.0 0.1
S -1.7873 1.3227 1.3346 0.1 0.2 0.1
C 0.4565 5.5944 -0.1955 0.1 -0.1 0.0
Se -0.4495 4.1224 0.6926 -0.2 0.2 0.1
C -0.6867 4.9895 2.4285 0.0 0.1 -0.1
C 0.5965 5.3988 3.1340 -0.1 0.0 0.0
Se 1.9339 3.9833 3.3162 -0.1 0.0 0.0
C 3.1900 4.5760 1.9594 0.1 -0.1 0.0
H -0.2220 6.4441 -0.2066 0.0 0.0 0.0
H 0.6535 5.2642 -1.2121 0.0 0.0 0.0
H 1.3875 5.8543 0.2999 0.0 0.0 0.0
H -1.2348 4.2509 3.0134 0.0 0.0 0.0
H -1.3283 5.8599 2.2827 0.0 0.0 0.0
H 0.3703 5.7187 4.1508 0.0 0.0 0.0
H 1.0898 6.2260 2.6269 0.0 0.0 0.0
H 3.2618 5.6606 2.0009 0.0 0.0 0.0
H 2.8725 4.2366 0.9768 0.0 0.0 0.0
H 4.1475 4.1285 2.2122 0.0 0.0 0.0
F 5.4192 2.0972 1.8959 0.1 0.0 0.1
B 4.6216 1.4765 2.8555 -0.1 0.1 0.0
F 3.2281 1.6008 2.3540 -0.1 -0.1 0.0
F 4.8875 0.1279 2.9719 0.0 -0.1 0.0
F 4.6548 2.1465 4.0668 0.0 0.0 0.0
C -3.4678 1.4799 -4.8596 0.0 0.0 0.0
C -3.5541 2.9414 -4.4197 0.0 -0.1 0.0
C -4.3543 3.1596 -3.1298 0.0 0.0 0.0
C -3.5479 2.9956 -1.8472 0.0 -0.1 0.0
N -3.0106 1.6533 -1.6790 -0.1 0.1 0.1
C -1.7091 1.2901 -1.8081 -0.1 0.0 0.1
Se -0.2982 2.3748 -2.2631 0.0 0.0 -0.2
N -1.6380 -0.0334 -1.5138 0.1 -0.2 0.0
C -0.3942 -0.7971 -1.4188 0.0 -0.1 0.0
C 0.1639 -1.2031 -2.7757 -0.1 0.0 0.0
C -0.7596 -2.1330 -3.5615 0.1 -0.1 0.0
C -0.7590 -3.5668 -3.0349 0.0 0.0 0.0
C -2.9002 -0.5120 -1.1736 0.2 -0.1 -0.2
C -3.3483 -1.7698 -0.8056 -0.2 -0.1 -0.1
C -4.7005 -1.9033 -0.5275 0.1 0.1 0.0
C -5.5724 -0.8133 -0.6096 0.0 0.0 0.0
C -5.1201 0.4418 -0.9880 -0.1 0.0 0.0
C -3.7697 0.5642 -1.2759 0.0 0.2 -0.1
H -2.9607 1.3955 -5.8218 0.0 0.0 0.0
H -4.4650 1.0458 -4.9661 0.0 0.0 0.0
H -2.9098 0.8693 -4.1472 0.0 0.0 0.0
H -4.0267 3.5168 -5.2186 0.0 0.0 0.0
H -2.5444 3.3392 -4.2889 0.0 0.0 0.0
H -5.2117 2.4791 -3.1155 0.0 0.0 0.0
H -4.7558 4.1760 -3.1113 0.0 0.0 0.0
H -4.1677 3.2079 -0.9728 0.0 0.0 0.0
H -2.6984 3.6776 -1.8318 0.0 0.0 0.0
H -0.6122 -1.6729 -0.8064 0.0 0.1 -0.1
H 0.3213 -0.1756 -0.8780 0.0 0.0 -0.1
H 1.1255 -1.6972 -2.6011 0.0 0.0 0.0
H 0.3663 -0.2945 -3.3436 0.0 0.0 0.0
H -0.4485 -2.1376 -4.6083 0.0 0.0 0.0
H -1.7783 -1.7327 -3.5470 0.0 0.0 0.0
H 0.2495 -3.9859 -3.0602 0.0 0.0 0.0
H -1.4044 -4.2106 -3.6340 0.0 0.0 0.0
H -1.1121 -3.6225 -2.0025 0.0 0.0 0.0
H -2.6764 -2.6139 -0.7318 0.0 0.1 -0.1
H -5.0898 -2.8719 -0.2418 0.0 0.0 0.0
H -6.6192 -0.9516 -0.3743 0.0 0.0 0.0
H -5.7925 1.2871 -1.0496 0.0 0.0 0.0
C -2.6744 -3.9955 2.1056 0.0 0.0 0.0
O -1.2434 -3.8653 2.1009 0.0 0.1 0.1
C -0.7944 -2.6780 1.6851 0.3 -0.1 0.2
O -1.5187 -1.7697 1.3623 0.0 -0.1 0.2
C 0.6984 -2.5621 1.6909 -0.3 0.2 0.0
C 1.5322 -3.5831 1.5317 0.1 -0.2 0.0
As 3.5074 -3.4653 1.5736 -0.2 0.1 -0.2
C 3.7697 -4.7166 0.0789 0.0 0.0 0.0
C 3.6229 -1.8055 0.5179 0.2 -0.3 -0.1
C 2.8308 -0.7612 0.7131 -0.1 0.3 0.2
As 1.3380 -0.7279 1.9795 0.2 -0.2 0.2
C 2.1458 -1.0459 3.7266 0.1 0.0 0.0
C 2.9230 0.5723 0.0420 -0.1 -0.2 0.0
O 1.9312 1.2877 -0.0528 0.3 0.3 -0.1
O 4.1087 0.8852 -0.4060 0.0 0.0 0.0
C 4.3099 2.1774 -1.0023 0.0 0.0 0.0
C 4.8241 -1.8557 -0.3803 -0.1 0.0 0.1
O 5.8730 -2.3012 0.0090 0.0 0.1 0.0
O 4.5854 -1.4616 -1.6291 -0.1 -0.1 -0.1
C 5.7369 -1.4442 -2.4872 0.0 0.0 0.0
C 1.0936 -5.0114 1.4022 0.0 0.1 0.0
O 1.4154 -5.8598 2.1921 0.0 0.0 0.0
O 0.4086 -5.2432 0.2795 0.0 0.0 -0.1
C -0.0008 -6.6082 0.1042 0.0 0.0 0.0
H -2.8778 -4.9564 2.5666 0.0 0.0 0.0
H -3.0574 -3.9647 1.0869 0.0 0.0 0.0
H -3.1276 -3.1884 2.6765 0.0 0.0 0.0
H 3.5680 -5.7239 0.4382 0.0 0.0 0.0
H 4.8088 -4.6571 -0.2342 0.0 0.0 0.0
H 3.1114 -4.4806 -0.7556 0.0 0.0 0.0
H 2.9521 -1.7728 3.6969 0.0 0.0 0.0
H 1.3382 -1.4069 4.3628 0.0 0.0 0.0
H 2.5319 -0.1085 4.1155 0.0 0.0 0.0
H 5.0618 2.6777 -0.3985 0.0 0.0 0.0
H 3.3801 2.7376 -1.0269 0.0 0.0 0.0
H 4.6731 2.0113 -2.0137 0.0 0.0 0.0
H 5.3557 -1.2327 -3.4806 0.0 0.0 0.0
H 6.2500 -2.4024 -2.4649 0.0 0.0 0.0
H 6.4237 -0.6644 -2.1629 0.0 0.0 0.0
H -0.5574 -6.6286 -0.8270 0.0 0.0 0.0
H -0.6270 -6.9230 0.9365 0.0 0.0 0.0
H 0.8675 -7.2617 0.0469 0.0 0.0 0.0
```
Positions in Å, forces in eV/Å.

Summary:
Spin multiplicity: 6



Entry 2:
4 unconnected molecules or ions with the total composition C14H38N2O6. Source: the OMol25 dataset; level of theory: the ωB97M-V functional and the def2-TZVPD basis.

```
60
Properties=species:S:1:pos:R:3:forces:R:3
C 9.2206 0.1600 -3.4944 -0.8 -0.6 0.7
O 7.9619 0.0066 -4.1556 0.0 0.3 -0.5
C 6.8187 0.3162 -3.3611 -0.2 0.3 -0.3
C 5.4928 0.2880 -4.2074 1.7 -0.4 0.1
N 4.3101 0.5815 -3.4077 0.3 -0.7 -0.3
C 3.1420 0.4967 -4.2814 0.4 -0.4 0.6
C 1.8896 0.6300 -3.4503 -1.3 0.1 -0.3
O 1.7239 -0.3507 -2.4257 0.5 -0.5 -0.1
C 0.5229 -0.2239 -1.6903 -0.7 0.6 -0.1
H 9.4321 -0.7661 -2.9424 0.1 0.1 0.1
H 9.1965 0.9791 -2.7686 0.0 0.1 -0.1
H 10.0485 0.3100 -4.1834 -0.4 0.1 -0.4
H 6.9645 1.3163 -2.9344 -0.2 0.0 0.1
H 6.7458 -0.4040 -2.5345 -0.1 0.0 0.0
H 5.4499 -0.7037 -4.6869 -0.1 0.0 0.1
H 5.5690 0.9822 -5.0496 0.0 0.2 0.3
H 4.1681 -0.2235 -2.7939 0.3 0.4 0.3
H 3.1637 -0.4527 -4.8437 -0.3 0.0 0.1
H 3.2033 1.2908 -5.0292 -0.3 0.1 0.1
H 1.0579 0.5172 -4.1577 -0.2 0.2 0.1
H 1.8272 1.6283 -3.0011 0.1 0.0 0.0
H 0.4957 0.7147 -1.1233 0.2 0.1 0.0
H 0.3297 -1.0260 -0.9740 0.8 -0.2 -0.2
H -0.3844 -0.2230 -2.3152 0.3 0.1 -0.3
C -4.6308 0.2474 5.9179 0.0 0.0 0.4
O -4.3899 0.7850 4.6489 0.4 -0.1 -0.6
C -3.0945 1.3593 4.5569 -0.1 0.4 -0.8
C -2.9196 1.9273 3.1139 -1.5 -0.2 1.2
N -3.1974 0.8990 2.1016 0.6 0.1 0.0
C -3.1831 1.5114 0.7668 -0.9 -0.3 0.0
C -3.8643 0.5539 -0.2644 0.7 0.4 0.6
O -5.1539 0.2728 0.2456 -0.2 -0.5 -0.2
C -6.0864 -0.1891 -0.7315 0.1 0.1 0.1
H -5.6582 -0.1078 5.9559 0.0 -0.1 -0.1
H -4.5150 1.0091 6.7035 0.1 0.0 -0.1
H -3.9435 -0.5790 6.1305 -0.1 0.0 0.0
H -2.2816 0.6522 4.7676 -0.3 -0.3 0.1
H -3.0828 2.1538 5.3157 0.5 0.2 -0.3
H -1.9443 2.4154 3.0029 -0.1 -0.3 -0.1
H -3.7075 2.6960 3.0372 0.3 0.2 -0.1
H -4.1237 0.5108 2.2787 0.2 0.0 0.1
H -2.1332 1.7815 0.6072 -0.2 -0.1 -0.8
H -3.7808 2.4340 0.8018 0.1 0.1 -0.2
H -3.2523 -0.3545 -0.3432 -0.2 -0.1 0.0
H -3.9769 0.9761 -1.2693 0.3 0.3 0.1
H -6.9179 -0.6547 -0.2061 0.0 0.2 0.1
H -5.7150 -0.9509 -1.4297 0.4 0.1 0.3
H -6.4442 0.6569 -1.3278 -0.1 0.0 0.0
C -1.5609 -4.4045 2.1787 -0.2 -0.2 0.3
O -2.4659 -3.3403 2.3550 -0.1 0.5 -0.1
H -1.8406 -5.0210 1.3168 0.2 0.1 0.0
H -0.5446 -4.0270 2.0756 0.2 -0.2 -0.1
H -1.6117 -5.0356 3.0725 0.1 0.0 -0.1
H -2.0039 -2.5249 2.1079 -0.1 0.0 0.1
C 0.3152 -0.2531 2.1085 0.1 0.5 0.3
O -0.9091 -0.8225 1.7675 -1.0 -0.2 -0.5
H 0.3812 -0.1901 3.2016 0.4 0.1 -0.1
H 1.1278 -0.8522 1.7035 0.0 -0.1 0.1
H 0.3640 0.7497 1.6679 0.4 0.0 0.2
H -1.6047 -0.1286 1.8755 -0.2 -0.7 0.1
```
Positions in Å, forces in eV/Å.

Summary:
Energy above the lowest of the compared OMol25 structures with the same formula, charge and spin (kJ/mol): 21.7
SMILES: COCCNCCOC.COCCNCCOC.CO.CO



Entry 3:
5 unconnected molecules or ions with the total composition C13H21NO18P2. Source: the OMol25 dataset; level of theory: the ωB97M-V functional and the def2-TZVPD basis.

```
55
Properties=species:S:1:pos:R:3:forces:R:3
O -1.2784 -1.8618 -1.8704 -0.1 0.0 0.0
P -0.9842 -1.3877 -0.5081 -0.1 -0.2 -1.1
N 0.2666 -0.2235 -0.4112 -0.3 0.0 0.7
C 1.5235 -0.6800 -0.0431 0.1 0.4 -0.2
O 2.2200 -1.3904 -0.6766 0.2 -0.5 -0.1
O 1.9337 -0.1528 1.1861 0.4 0.3 -0.2
P 1.6078 -1.0068 2.4938 -0.7 -0.5 0.6
O 0.1808 -1.3146 2.6141 0.3 0.0 -0.3
O 2.5418 -2.2721 2.4639 0.2 0.2 0.1
O 2.2224 -0.1248 3.6553 -0.4 0.3 -0.2
H -2.0315 -0.6982 0.1075 0.1 0.1 0.2
H -0.6290 -2.4274 0.3462 0.2 0.1 0.3
H 0.0126 0.6023 0.1193 -0.2 -0.1 0.0
H 3.4387 -2.0637 2.7631 0.0 -0.2 -0.2
H 1.4923 0.4459 3.9579 0.3 0.0 0.4
O 0.6471 0.6158 6.4903 0.0 0.1 -0.2
C 1.5099 0.0805 7.1072 0.1 -0.1 0.0
O 1.5335 -1.2250 7.4340 0.0 0.0 0.0
C 2.8274 -1.5435 7.9626 0.1 0.0 0.0
C 3.3149 -0.1909 8.4497 0.0 -0.1 0.0
O 2.6171 0.7089 7.5738 0.1 -0.1 0.1
H 2.7388 -2.2852 8.7502 -0.2 0.0 0.0
H 3.4435 -1.9433 7.1563 0.0 0.0 0.0
H 3.0147 0.0198 9.4765 0.0 0.0 0.0
H 4.3886 -0.0553 8.3520 0.0 0.1 -0.1
O -3.9898 0.9749 -6.3939 -0.1 0.0 0.0
C -3.2002 0.1600 -6.0322 0.0 0.0 0.0
O -3.3440 -1.1724 -6.2206 0.0 -0.1 0.0
C -2.1081 -1.8141 -5.8692 0.1 0.0 0.0
C -1.4898 -0.8102 -4.9167 0.0 -0.1 0.0
O -2.0531 0.4306 -5.3874 0.1 0.0 0.0
H -2.2997 -2.7800 -5.4118 -0.2 0.0 0.0
H -1.5196 -1.9536 -6.7776 0.0 0.0 0.0
H -1.7920 -0.9733 -3.8852 0.0 0.0 0.0
H -0.4058 -0.7755 -4.9680 0.0 0.2 -0.1
O 7.1113 3.2852 4.3522 0.0 0.0 0.0
C 6.0829 3.2673 4.9408 -0.1 0.0 0.0
O 4.8883 3.6502 4.4280 -0.1 0.0 0.0
C 3.8548 3.2678 5.3425 0.0 0.0 0.0
C 4.6067 3.1846 6.6556 0.0 0.1 0.0
O 5.9314 2.8525 6.2236 0.0 0.0 0.0
H 3.0574 4.0050 5.3425 0.1 0.1 -0.1
H 3.4522 2.3007 5.0350 0.0 0.0 0.0
H 4.6364 4.1395 7.1831 0.0 0.0 0.0
H 4.2203 2.4197 7.3172 0.1 -0.1 0.0
O -6.8559 0.1350 -12.1957 0.0 0.0 0.0
C -6.6625 -0.0677 -11.0420 0.0 0.0 0.1
O -6.8565 -1.2602 -10.4270 0.0 -0.1 0.0
C -6.3042 -1.1842 -9.1065 0.0 0.0 0.1
C -6.3251 0.3064 -8.8341 0.1 0.0 0.1
O -6.2159 0.8516 -10.1577 0.0 0.0 0.0
H -6.9082 -1.7622 -8.4131 -0.1 0.0 -0.1
H -5.2910 -1.5885 -9.1243 0.0 0.0 0.0
H -7.2689 0.6369 -8.3971 0.0 0.0 0.0
H -5.5040 0.6479 -8.2109 0.1 0.1 -0.1
```
Positions in Å, forces in eV/Å.

Summary:
SMILES: O=[PH2]NC(=O)OP(=O)(O)O.O=C1OCCO1.O=C1OCCO1.O=C1OCCO1.O=C1OCCO1



Entry 4:
A molecular structure, C36H43MnN2PSb. Source: the OMol25 dataset; level of theory: the ωB97M-V functional and the def2-TZVPD basis.

```
84
Properties=species:S:1:pos:R:3:forces:R:3
Mn 0.0542 -0.0143 -0.1232 0.1 0.1 0.0
C 2.1790 -5.0459 -0.7541 0.0 0.0 0.0
C 1.4060 -4.8274 0.3802 0.0 0.0 0.0
C 1.3864 -3.5758 0.9750 0.0 0.0 0.0
C 2.1512 -2.5403 0.4344 0.1 0.0 0.0
C 2.9192 -2.7580 -0.7091 0.0 0.0 0.0
C 2.9326 -4.0140 -1.2974 0.0 0.0 0.0
P 2.0109 -0.8834 1.1217 -0.3 0.1 -0.1
C 1.9981 -0.9918 2.9090 0.0 0.0 0.0
C 2.7178 -1.9882 3.5719 0.0 0.0 0.0
C 2.7510 -1.9990 4.9572 0.0 0.0 0.0
C 2.0667 -1.0278 5.6790 0.0 0.0 0.0
C 1.3471 -0.0386 5.0211 0.0 0.0 0.0
C 1.3093 -0.0213 3.6373 0.0 0.0 -0.1
C 3.3593 0.1371 0.5301 -0.1 0.0 0.0
C 4.6423 0.1842 1.0026 0.0 0.0 0.0
C 5.5642 1.0632 0.3953 0.0 0.0 0.0
C 5.1838 1.8745 -0.6420 0.0 0.0 0.0
C 3.8571 1.8579 -1.1370 -0.1 0.0 0.0
C 3.3845 2.7080 -2.1728 0.0 0.0 0.0
C 2.0763 2.6772 -2.5666 0.1 0.0 0.0
C 1.1637 1.7755 -1.9621 -0.1 0.0 0.0
C 1.6014 0.9493 -0.9698 -0.1 0.0 0.0
C 2.9430 0.9697 -0.5321 0.1 0.0 0.1
H 2.2016 -6.0270 -1.2093 0.0 0.0 0.0
H 0.8305 -5.6363 0.8100 0.0 0.0 0.0
H 0.7962 -3.4118 1.8697 0.0 0.0 0.0
H 3.5137 -1.9547 -1.1272 0.0 0.0 0.0
H 3.5429 -4.1903 -2.1731 0.0 0.0 0.0
H 3.2459 -2.7490 3.0099 0.0 0.0 0.0
H 3.3096 -2.7668 5.4750 0.0 0.0 0.0
H 2.0924 -1.0448 6.7603 0.0 0.0 0.0
H 0.8174 0.7151 5.5882 0.0 0.0 0.0
H 0.7523 0.7514 3.1134 0.0 0.0 0.1
H 4.9535 -0.4382 1.8328 0.0 0.0 0.0
H 6.5801 1.1016 0.7636 0.0 0.0 0.0
H 5.8987 2.5572 -1.0844 0.0 0.0 0.0
H 4.0761 3.3948 -2.6444 0.0 0.0 0.0
H 1.7273 3.3377 -3.3489 0.0 0.0 0.0
H 0.1274 1.7759 -2.2961 0.0 0.0 0.0
C -4.5692 1.3416 2.7770 0.1 -0.1 0.1
C -3.2781 0.5686 2.5200 0.0 0.1 0.0
C -2.5132 0.2527 3.8036 -0.1 0.0 0.0
Sb -1.9215 1.5528 1.1621 0.2 -0.1 -0.1
C -3.0938 2.4702 -0.4038 0.0 -0.1 0.1
C -3.9277 1.3703 -1.0628 0.0 0.1 0.0
C -3.9353 3.6685 0.0289 0.0 -0.1 -0.1
C -0.9951 3.1967 2.2120 0.0 -0.1 0.0
C -0.2194 4.0054 1.1718 0.0 0.0 0.1
C -1.9697 4.0386 3.0289 0.0 0.0 0.0
H -5.1933 0.7774 3.4744 0.0 0.0 0.0
H -5.1487 1.4857 1.8695 0.0 0.0 -0.1
H -4.3816 2.3184 3.2226 0.0 0.0 0.0
H -3.5168 -0.3662 2.0055 0.0 0.0 0.0
H -2.2051 1.1628 4.3230 0.0 0.0 0.0
H -1.6202 -0.3502 3.6199 0.0 0.0 0.0
H -3.1582 -0.3064 4.4851 0.0 0.0 0.0
H -2.3332 2.8123 -1.1106 0.0 0.0 0.0
H -4.6724 0.9708 -0.3750 -0.1 0.0 0.0
H -3.3130 0.5379 -1.4171 0.0 0.0 0.0
H -4.4662 1.7757 -1.9220 0.0 0.0 0.0
H -4.6570 3.4101 0.8018 0.0 0.0 0.0
H -4.4978 4.0381 -0.8321 0.0 0.0 0.0
H -3.3250 4.4929 0.3944 0.0 0.0 0.0
H -0.2808 2.7273 2.8945 0.0 0.0 0.0
H -0.8820 4.4548 0.4309 0.0 0.0 0.0
H 0.5150 3.3935 0.6415 0.0 0.0 0.0
H 0.3183 4.8200 1.6618 0.0 0.0 0.0
H -2.7473 4.4882 2.4113 0.0 0.0 0.0
H -1.4238 4.8529 3.5116 0.0 0.0 0.0
H -2.4542 3.4574 3.8133 0.0 0.0 0.0
N -2.4397 -4.0423 -4.1403 0.0 0.0 0.0
C -1.9099 -3.1119 -3.3364 0.0 0.0 0.0
C -1.1397 -2.0463 -3.8465 0.0 0.0 0.0
C -0.6147 -1.1194 -2.9908 0.0 0.0 0.0
N -0.8047 -1.1506 -1.6569 0.0 -0.1 0.3
C -1.5363 -2.1787 -1.1646 0.1 0.2 -0.1
C -2.0930 -3.1545 -1.9387 0.0 -0.1 0.0
H -2.3252 -3.9944 -5.1375 0.0 0.0 0.0
H -3.0065 -4.7867 -3.7738 0.0 0.0 0.0
H -0.9552 -1.9580 -4.9085 0.0 0.0 0.0
H -0.0051 -0.3115 -3.3721 0.0 0.0 0.0
H -1.6773 -2.1969 -0.0872 0.0 0.0 0.0
H -2.6692 -3.9454 -1.4780 0.0 0.0 0.0
```
Positions in Å, forces in eV/Å.

Summary:
Spin multiplicity: 5
Energy above the lowest of the compared OMol25 structures with the same formula, charge and spin (kJ/mol): 15.2
Charge: +2



no.,E_tot (a.u.)
1,-16299.4271
2,-1117.0205
3,-2599.9688
4,-3239.2167